{"formula": "C28H32Cl2F4N5O6S2", "method": "the ωB97M-V functional and the def2-TZVPD basis", "species": ["Cl", "Cl", "S", "S", "F", "F", "F", "F", "O", "O", "O", "O", "O", "O", "N", "N", "N", "N", "N", "C", "C", "C", "C", "C", "C", "C", "C", "C", "C", "C", "C", "C", "C", "C", "C", "C", "C", "C", "C", "C", "C", "C", "C", "C", "C", "C", "C", "H", "H", "H", "H", "H", "H", "H", "H", "H", "H", "H", "H", "H", "H", "H", "H", "H", "H", "H", "H", "H", "H", "H", "H", "H", "H", "H", "H", "H", "H", "H", "H"], "xyz": [[2.949, -2.641, -5.530], [4.723, -5.164, -3.143], [2.929, -4.407, -0.128], [-3.864, -2.638, -2.659], [1.582, -4.991, -3.824], [-0.586, -6.362, -2.795], [2.009, -6.122, -1.721], [-0.561, -5.314, -0.656], [-4.186, 0.055, -1.990], [3.510, 5.857, 6.537], [3.598, 4.380, 4.918], [-2.134, 2.047, 3.511], [-2.526, 1.872, 1.360], [4.136, 0.305, -1.634], [-6.498, 0.546, -2.660], [-6.357, -0.814, -2.986], [-2.897, 1.932, 2.541], [4.001, -2.138, -1.034], [2.982, 5.161, 5.657], [-0.232, -5.073, -2.090], [0.799, 6.173, 6.264], [2.077, -3.610, -1.632], [-5.235, 1.690, 1.746], [-1.334, -1.426, -2.254], [-4.804, 1.943, 4.129], [5.174, -1.209, -4.577], [0.889, 4.490, 4.507], [4.594, -2.774, -4.696], [1.404, -4.893, -2.361], [1.530, 5.274, 5.476], [3.276, -2.732, -2.263], [-0.578, 6.294, 6.070], [-2.274, -2.006, -3.509], [-0.490, 4.617, 4.324], [4.513, -3.330, -3.120], [-7.068, 1.673, 3.323], [3.109, 0.961, -0.805], [-6.174, 1.850, 4.380], [-5.220, 1.117, -2.067], [-4.338, 1.858, 2.810], [-6.602, 1.596, 2.010], [-1.218, 5.520, 5.101], [3.931, -2.844, 0.151], [0.262, -1.712, -2.508], [4.773, -0.818, -0.931], [0.971, -2.438, -1.186], [-4.931, -1.083, -2.558], [-1.716, -2.856, -4.097], [1.443, 3.785, 3.891], [2.983, 0.468, 0.249], [-4.119, 2.078, 4.964], [0.791, -0.660, -2.705], [-4.887, 1.629, 0.717], [-0.882, -4.250, -2.607], [-1.493, -0.265, -2.201], [0.424, -2.425, -3.426], [-2.291, 5.621, 4.949], [5.516, -2.902, -2.631], [-4.938, 2.191, -1.697], [4.268, -0.489, -4.284], [-2.633, -1.109, -4.190], [3.026, -1.721, -2.846], [3.473, 2.076, -0.626], [0.150, -2.867, -0.435], [-1.153, 6.994, 6.673], [5.665, -0.831, -5.575], [2.082, 1.018, -1.391], [4.938, -0.503, 0.185], [5.829, -0.990, -1.450], [-1.681, -1.916, -1.225], [-8.135, 1.593, 3.525], [-0.996, 4.016, 3.573], [1.284, 6.783, 7.024], [-7.306, 1.459, 1.191], [1.479, -1.546, -0.590], [5.975, -1.081, -3.734], [4.427, -2.524, 1.161], [5.408, -3.366, -5.294], [-6.545, 1.912, 5.401]], "atomic_forces_ev_per_a": [[1.6, -0.5, 0.7], [-0.4, 1.5, 0.3], [1.1, 3.2, 0.6], [-0.9, 1.7, -0.8], [-0.4, 0.5, 4.6], [1.1, 3.9, 2.2], [-1.7, 3.2, -2.2], [1.3, 1.1, -4.3], [-5.9, 0.0, -2.1], [-0.8, -1.1, -1.4], [-0.8, 1.0, 1.0], [-1.0, -0.2, -1.5], [-0.4, 0.1, 1.6], [-0.1, -2.2, 2.1], [5.3, 1.1, 2.2], [7.3, 2.0, 3.1], [1.0, 0.0, -0.2], [-0.3, -1.1, 5.1], [1.3, 0.1, 0.4], [-0.6, -3.0, -0.3], [0.0, 0.0, -0.1], [0.1, 1.6, 0.2], [0.0, 0.0, 0.1], [0.3, 0.0, -0.4], [0.0, 0.0, 0.0], [-0.7, 0.5, 0.1], [0.0, 0.1, 0.1], [1.6, 1.9, 1.4], [-0.2, -2.3, -0.7], [-1.0, 0.1, -0.1], [1.8, 1.5, -1.1], [0.2, -0.3, -0.2], [0.1, 1.6, 1.1], [0.2, 0.3, 0.2], [1.3, 0.4, -1.3], [0.1, 0.0, 0.0], [-0.6, 1.7, 0.4], [0.2, 0.0, -0.4], [-2.4, -3.9, -1.9], [-0.9, -0.1, 0.2], [0.3, 0.0, 0.2], [0.2, 0.0, 0.0], [-1.4, -0.5, -3.4], [0.2, 0.0, 0.4], [1.3, 1.8, -1.4], [-0.8, 0.5, 0.4], [-1.3, 1.2, -0.6], [-1.5, 1.6, 1.0], [0.0, 0.3, 0.3], [0.1, 0.7, -2.1], [0.0, 0.0, -0.3], [-1.0, -2.5, 0.2], [0.1, 0.0, 0.4], [1.2, -1.5, 1.5], [0.2, -2.4, 0.1], [-0.3, 1.6, 1.5], [0.2, 0.0, 0.0], [-2.3, -1.1, -1.1], [-0.8, -2.4, -0.9], [2.0, -1.5, -0.8], [1.1, -2.1, 1.1], [-0.3, -2.5, 1.1], [-0.8, -2.4, -0.4], [1.8, 0.7, -1.8], [0.2, -0.1, -0.1], [-1.2, -0.9, 1.9], [2.2, -0.4, 1.3], [-0.4, -1.1, -2.0], [-2.3, 0.5, 1.1], [0.7, 1.1, -2.3], [0.2, 0.0, 0.0], [0.2, 0.1, 0.2], [0.1, -0.2, -0.3], [0.2, 0.0, 0.1], [-0.7, -2.2, -1.2], [-1.4, -0.5, -1.6], [-0.9, -0.6, -2.2], [-2.1, 0.7, 1.1], [0.1, 0.0, -0.2]], "mulliken_charge": [-0.1447, -0.1023, -0.0709, -0.0761, -0.2630, -0.3036, -0.3305, -0.2681, -0.0810, -0.5715, -0.5927, -0.5982, -0.6148, -0.2664, -0.2530, -0.2705, 1.0096, 0.3683, 0.9620, 0.5180, -0.4094, 0.7019, -0.2939, -0.7573, -0.3114, -0.7756, -0.5309, -0.0684, 0.8451, 0.1116, -0.5523, -0.3656, -0.8045, -0.0796, -0.4482, -0.4336, -0.5462, -0.5035, -0.0333, 0.1417, -0.3256, -0.4782, 0.0585, -0.2572, -0.7012, -0.7873, 0.2468, 0.5588, 0.4218, 0.3126, 0.4298, 0.2555, 0.2899, -0.1677, 0.3204, 0.2399, 0.3740, 0.2438, 0.3783, 0.2348, 0.3969, 0.0754, 0.2595, 0.4970, 0.3755, 0.3473, 0.1660, 0.5576, 0.1770, 0.3632, 0.3798, 0.3441, 0.4372, 0.4082, 0.2938, 0.1533, 0.3881, 0.4147, 0.3802], "max_force_ev_per_a": 8.2, "homo_ev": -11.12, "spin_multiplicity": 1, "total_charge": 1, "orbital_gap_ha": 0.2289}

{"formula": "C5H10O", "method": "the ωB97M-V functional and the def2-TZVPD basis", "species": ["O", "C", "C", "C", "C", "C", "H", "H", "H", "H", "H", "H", "H", "H", "H", "H"], "xyz": [[-1.288, 0.086, -2.232], [1.663, 0.317, -0.481], [0.345, -1.656, 0.428], [-1.879, 0.575, -1.301], [-0.110, 0.654, 1.231], [0.595, -0.173, 0.458], [1.260, -2.210, 0.670], [-0.887, 0.287, 1.898], [0.039, -1.962, -0.582], [-1.806, 1.650, -1.050], [1.391, 0.075, -1.516], [2.621, -0.176, -0.272], [-0.435, -1.955, 1.134], [1.809, 1.398, -0.405], [-2.548, -0.020, -0.649], [0.074, 1.727, 1.232]], "atomic_forces_ev_per_a": [[-0.3, 0.2, 0.4], [0.0, 0.1, 0.0], [0.0, 0.0, 0.0], [0.1, -0.1, -0.3], [0.1, -0.1, 0.0], [-0.1, 0.1, 0.1], [-0.1, 0.1, -0.1], [0.1, 0.0, -0.1], [0.0, 0.0, 0.1], [0.0, -0.1, -0.1], [0.0, 0.0, 0.1], [-0.2, 0.0, 0.0], [0.1, 0.1, -0.1], [0.0, -0.2, 0.0], [0.1, 0.0, -0.1], [0.0, -0.2, 0.0]], "mulliken_charge": [-0.4142, -1.1659, -1.1872, -0.0984, -1.0854, 0.9361, 0.3613, 0.2976, 0.2877, 0.2566, 0.2795, 0.3423, 0.3154, 0.3120, 0.2523, 0.3104], "max_force_ev_per_a": 0.5, "homo_ev": -9.47, "smiles": "C=C(C)C.C=O", "spin_multiplicity": 1, "relative_energy_kj_mol": 139.7, "orbital_gap_ha": 0.3834}